Entry 1:
{
  "formula": "C39H51CeN4SSi",
  "method": "the ωB97M-V functional and the def2-TZVPD basis",
  "elements": ["Ce", "C", "C", "C", "C", "C", "H", "H", "H", "H", "H", "C", "Si", "C", "N", "C", "C", "C", "C", "C", "C", "C", "C", "C", "C", "C", "C", "C", "C", "C", "C", "C", "H", "H", "H", "H", "H", "H", "H", "H", "H", "H", "H", "H", "H", "H", "H", "H", "H", "H", "H", "H", "H", "H", "H", "H", "N", "H", "H", "H", "C", "C", "C", "C", "C", "C", "C", "C", "C", "C", "H", "H", "H", "H", "H", "H", "H", "C", "C", "N", "C", "S", "N", "C", "C", "H", "H", "H", "H", "H", "H", "H", "H", "H", "H", "H", "H"],
  "xyz": [[-1.185075, 0.295435, -0.630973], [-3.712565, 0.319449, -1.329703], [-3.703933, 1.344542, -0.340155], [-3.021260, 2.442525, -0.836367], [-2.741828, 2.168154, -2.220832], [-3.236580, 0.873018, -2.492063], [-4.138744, -0.687233, -1.193849], [-3.945520, 1.138394, 0.676245], [-2.732744, 3.329696, -0.277700], [-2.173494, 2.856337, -2.839420], [-3.243109, 0.451624, -3.480115], [-1.122599, -1.316227, -2.474152], [0.619224, -1.229265, -2.893690], [1.598286, -1.776858, -1.417753], [1.056238, -1.451875, -0.051041], [0.359221, -2.615690, 0.508199], [1.290395, -3.771071, 0.714926], [2.746047, -3.342119, 0.981749], [2.677706, -2.036531, 1.740179], [2.018680, -0.932007, 0.929926], [1.225391, -2.232064, -4.342800], [1.855200, -3.463379, -4.268406], [2.249297, -4.098588, -5.465873], [1.821325, -3.564214, -6.706029], [1.077925, -2.382834, -6.735199], [0.783409, -1.716024, -5.543688], [1.057077, 0.594232, -3.155310], [0.111607, 1.372583, -3.898907], [0.369909, 2.691551, -4.267714], [1.559965, 3.192275, -3.852094], [2.426116, 2.562610, -2.984469], [2.203833, 1.238514, -2.655772], [-1.361053, -2.268344, -2.087888], [-1.832053, -1.067519, -3.298506], [2.475120, -1.184912, -1.633969], [1.824858, -2.813445, -1.437166], [-0.480316, -2.937851, -0.004919], [-0.053879, -2.284254, 1.522619], [1.110341, -4.605006, 0.001788], [0.907405, -4.250228, 1.666825], [3.189865, -3.197702, -0.040544], [3.416345, -4.094134, 1.409370], [3.657279, -1.573210, 2.125117], [2.062007, -2.182993, 2.641437], [2.696309, -0.310838, 0.287410], [1.466218, -0.315635, 1.654004], [2.230862, -3.835965, -3.310599], [2.760931, -5.079348, -5.608577], [2.074080, -4.076020, -7.643090], [0.800768, -1.829291, -7.628294], [0.320116, -0.732619, -5.639793], [-0.805564, 0.876675, -4.136541], [-0.248252, 3.232838, -5.011877], [1.767363, 4.220236, -4.063887], [3.219028, 3.100542, -2.527614], [2.934096, 0.786019, -2.015945], [1.740265, 3.526684, 5.570044], [1.123411, 3.969786, 6.194426], [2.679079, 3.939649, 5.621437], [1.845920, 2.538243, 5.891085], [-4.470820, -4.144228, 2.527262], [-4.181096, -3.986595, 1.121728], [-3.564934, -2.864570, 0.722004], [-3.032568, -1.925182, 1.707056], [-2.211715, -0.827751, 1.263712], [-1.497746, -0.098248, 2.241750], [-1.517306, -0.462851, 3.655099], [-2.410949, -1.420069, 4.013714], [-3.148901, -2.198162, 3.074962], [-3.890724, -3.358911, 3.484095], [-5.070097, -4.898540, 2.852446], [-4.527498, -4.728804, 0.425115], [-3.536285, -2.585869, -0.312246], [-0.732654, 0.642645, 2.019272], [-0.790510, 0.054545, 4.350459], [-2.479389, -1.771124, 5.027339], [-4.134568, -3.532624, 4.564196], [3.533125, 2.124295, 2.658154], [2.685874, 3.232703, 2.087417], [1.306778, 3.127194, 2.436748], [0.360421, 2.994611, 1.522241], [0.711253, 2.509333, -0.127646], [-0.896230, 3.199242, 1.890383], [-1.278109, 3.880337, 3.105030], [-1.171541, 5.472445, 3.055443], [4.578091, 2.378253, 2.810567], [3.524403, 1.263196, 1.946826], [3.180837, 1.721785, 3.591262], [2.713891, 3.232448, 1.015008], [2.998981, 4.169787, 2.491457], [1.017072, 3.325927, 3.432011], [-1.537021, 3.013265, 1.114834], [-0.515553, 3.548009, 3.850165], [-2.289700, 3.608105, 3.445759], [-0.099831, 5.732243, 3.103375], [-1.654384, 5.822651, 3.913759], [-1.640588, 5.944220, 2.225702]],
  "forces_ev_per_angstrom": [[-0.692, -0.324, -0.218], [-1.537, -0.727, 1.323], [0.668, -1.320, 0.575], [0.502, 0.068, -0.670], [0.512, 0.147, 1.103], [1.183, 1.177, -1.486], [0.125, 0.773, -0.178], [-0.432, 0.196, 0.566], [-0.318, -0.003, -0.397], [-0.346, -0.305, -0.200], [0.067, -0.268, -0.040], [-1.028, 1.848, -0.662], [0.747, -0.231, -0.279], [-0.433, 0.818, 0.937], [-1.699, 0.759, -1.333], [0.982, 1.438, 2.754], [-0.276, -2.541, 2.123], [0.498, -0.060, -2.111], [1.508, 1.106, 1.129], [-0.103, 0.316, -0.936], [-1.035, 0.504, 0.935], [1.598, -0.574, -0.829], [-0.918, -0.454, -1.208], [-0.079, 0.158, 0.408], [0.208, 0.560, 0.341], [0.686, -0.301, -1.390], [-0.882, 0.542, 0.097], [0.959, -0.545, 0.778], [-0.753, -1.315, -1.191], [0.652, 1.920, 0.665], [-0.599, -0.870, -0.093], [-0.454, 0.367, -0.652], [-0.465, -1.323, 0.630], [0.633, -0.345, 0.638], [0.847, -0.176, 0.489], [0.495, -0.886, -0.335], [-1.663, -0.251, -1.509], [0.598, -0.332, -1.304], [0.691, 0.729, -0.044], [0.443, 0.307, -0.748], [-0.009, 0.251, 0.959], [-0.600, -0.009, 0.364], [-1.087, -1.150, -0.577], [0.215, -0.109, -0.114], [-0.229, -0.372, 1.083], [0.204, 0.328, -0.379], [-0.322, -0.057, -0.327], [-0.227, 0.939, 0.989], [-0.044, 0.232, 0.481], [0.037, -0.660, -0.276], [-0.045, -0.262, 0.292], [-0.498, -0.054, -0.455], [0.224, -0.326, 0.895], [0.225, 0.500, -0.363], [0.723, 0.367, 0.064], [0.110, -0.557, 0.239], [1.330, -1.904, -0.984], [-0.643, 0.783, 1.006], [-0.674, -0.053, 0.138], [-0.145, 1.171, -0.316], [2.300, 1.493, -0.897], [-0.873, -0.256, 1.495], [0.460, 1.548, 1.005], [0.326, -0.097, -1.544], [1.018, 1.251, 0.927], [-0.453, -1.794, 0.364], [0.376, 1.174, -1.163], [0.205, -0.678, 0.386], [0.211, -0.410, 0.269], [-0.861, 0.731, 0.232], [-1.572, -2.257, 0.632], [-0.238, -0.053, -0.181], [0.462, -0.084, -0.451], [-0.012, 0.310, -0.513], [-1.194, -0.736, -0.677], [0.034, 0.134, 0.450], [0.449, 0.194, -1.117], [0.431, -1.537, -1.036], [0.580, -0.173, 0.751], [-1.375, 0.087, 0.905], [0.364, -0.440, -0.290], [-0.407, -0.084, 0.653], [-0.964, -0.091, -1.089], [0.416, 1.336, 0.747], [1.524, -2.303, -0.304], [0.052, 0.330, -0.146], [0.032, 0.509, 0.510], [-0.384, 0.090, 0.521], [0.399, 0.251, -0.393], [0.511, 0.854, -0.002], [0.997, -0.192, -1.318], [-0.023, 0.417, 0.783], [-1.343, 0.249, 0.018], [0.523, -0.269, -0.334], [-0.511, 0.148, -0.148], [-0.587, 0.646, 1.482], [-0.311, 0.060, -0.927]],
  "homo_lumo_gap_ev": [6.811, 6.993],
  "charge": 1,
  "homo_ev": [-10.47, -10.47],
  "spin_multiplicity": 1,
  "total_energy_ev": -78865.4328,
  "de_lowest_kj_mol": 186.60
}

---

Entry 2:
{
  "formula": "C3HBrClN",
  "method": "the ωB97M-V functional and the def2-TZVPD basis",
  "elements": ["Cl", "C", "N", "C", "C", "Br", "H"],
  "xyz": [[-2.721700, 1.367377, -0.016408], [-1.571240, 0.164366, -0.004254], [-0.351209, 0.542481, -0.062559], [0.844065, -0.015153, 0.052535], [2.037031, -0.214991, 0.080172], [3.606285, -1.018894, -0.012585], [-1.843232, -0.825189, -0.036899]],
  "forces_ev_per_angstrom": [[-1.397, 0.659, -0.036], [4.141, 1.596, -0.450], [-1.022, 0.394, 0.673], [-0.481, 0.013, -0.367], [-1.040, -0.110, -0.080], [0.923, -0.297, 0.068], [-1.124, -2.255, 0.192]],
  "homo_lumo_gap_ev": 8.779,
  "charge": 0,
  "homo_ev": -8.86,
  "spin_multiplicity": 1,
  "total_energy_ev": -87178.8175,
  "smiles": "Cl/C=N/C#CBr",
  "de_lowest_kj_mol": 208.42
}